Record 1
ORCA calculation (ωB97M-V with the def2-TZVPD basis set) on a 5-piece molecular cluster, C34H43F4N2O16PS overall in a non-equilibrium geometry.

LUMO level, Ha: -0.077
E, Ha: -3773.39044
SMILES string: COCCCCCCCCCCCCN1C(=O)c2ccc(OC#N)c([PH2]=S)c2C1=O.O=C1OC[C@@H](F)O1.O=C1OC[C@@H](F)O1.O=C1OC[C@@H](F)O1.O=C1OC[C@@H](F)O1

Structure (ORCA input):
```
! RIJCOSX wB97M-V def2-TZVPD def2/J DEFGRID3
* xyz 0 1
S 5.9752 0.5456 2.2200
P 5.0460 -0.4336 0.8261
F 6.1022 -5.2185 -5.3136
F -2.3184 11.2430 3.6376
F 8.7869 -3.4989 -7.0866
F -6.2242 5.6502 3.7436
O 12.3048 -6.0618 -7.8997
O -6.9475 6.8734 -0.4505
O 10.6553 -4.5153 -7.8109
O 4.3417 -6.5857 -5.6058
O -6.9412 6.0249 1.6485
O 10.3595 -6.5330 -6.8449
O -5.0361 6.8472 0.7613
O 3.8884 2.7604 1.1802
O -4.4271 7.4716 4.6086
O -3.5761 9.3844 3.7482
O 2.5072 -7.7936 -5.0602
O 4.3629 -2.4097 -2.0013
O -5.2904 2.0743 2.8704
O 3.2114 -6.1215 -3.7085
O 1.2658 -0.1790 -4.5752
O -3.4182 8.9801 5.9612
N 2.2536 -1.7979 -2.9765
N 1.8122 2.8158 2.8000
C -2.6947 -1.4100 4.3785
C 3.4565 -1.5587 -2.1110
C 1.8210 -0.4962 -3.5000
C -3.8574 8.5146 4.7587
C 4.7572 -5.3100 -5.1632
C 2.7604 2.8308 2.0628
C -5.8664 5.5608 2.4420
C -1.7727 -2.3263 3.3860
C 1.7463 2.0459 -2.1554
C -4.4257 0.5257 4.5973
C -3.2522 10.6055 4.3819
C -3.1293 -2.7286 0.5287
C -0.9710 -3.0517 -1.0379
C 3.2823 -6.9174 -4.8134
C 9.2318 -5.7353 -6.5138
C -3.1803 -0.0352 3.7004
C -2.5469 -2.7604 -0.9717
C 3.2398 -0.1165 -1.4771
C -4.7636 6.5187 2.1196
C 11.2101 -5.7331 -7.5493
C 4.3768 -5.3082 -3.7177
C -2.7048 -3.9766 1.4431
C -6.3629 6.6088 0.5608
C -0.2080 -2.3552 -2.2711
C 1.3626 -2.4944 -1.9895
C -5.5659 1.7364 1.4753
C 3.3933 2.0364 0.0434
C 2.2039 0.5898 -2.3977
C 9.2733 -4.6704 -7.5627
C 2.3773 2.7710 -0.9149
C -2.6862 10.1685 5.6952
C -5.6943 0.9460 3.6868
C 3.8514 0.5750 -0.2241
C -2.5960 -3.6584 3.0185
H -6.5698 1.2008 1.3285
H 4.1593 -4.3058 -3.3453
H -2.9105 -1.7011 0.9822
H -2.7957 -1.7564 -1.4782
H 2.1057 3.8606 -0.6828
H -5.6179 2.7210 0.8892
H 4.2860 -1.5041 1.4383
H -4.8088 -0.2500 5.3466
H -3.6250 -1.9569 4.7499
H -2.8396 10.9086 6.4819
H -0.4893 -2.9665 -3.2118
H 5.1408 -5.7618 -3.0797
H -4.7998 7.4211 2.7225
H -6.5553 1.1927 4.4209
H -3.5415 -4.7668 1.3254
H -1.6198 9.9329 5.6373
H -4.1389 1.4631 5.1950
H -4.6762 1.0822 1.1259
H -1.7366 -4.4969 1.1368
H -3.6360 -3.7144 3.5056
H -0.7738 -4.1748 -1.0548
H 8.7600 -4.9340 -8.4921
H 1.0015 2.5369 -2.8651
H -0.5006 -2.5997 -0.0781
H -4.2823 -2.7822 0.4229
H -1.3991 -1.7288 2.4875
H 4.2647 -4.5357 -5.7586
H -2.0024 -4.5408 3.4794
H -5.6460 4.5196 2.1898
H -3.0936 -3.6309 -1.5068
H 1.6070 -3.6234 -2.0723
H -0.5768 -1.2919 -2.4603
H -3.4919 -0.1333 2.6060
H -2.3342 0.7303 3.8690
H -3.7757 6.0672 2.2241
H -4.1488 11.2269 4.4626
H -0.8350 -2.5760 4.0135
H -6.0380 0.0441 3.0692
H 6.0486 -1.0908 0.0185
H 8.3121 -6.3209 -6.5513
H 1.5543 -2.2208 -0.8904
H -2.0942 -1.1203 5.3211
H 9.3535 -5.3366 -5.5027
*
```

---

Record 2
ORCA calculation (ωB97M-V with the def2-TZVPD basis set) on one molecule with the formula C4H7NO2 in a non-equilibrium geometry.

LUMO level, Ha: 0.024
E, Ha: -361.79247
Energy above the lowest of the compared OMol25 structures with the same formula, charge and spin, eV: 2.405
SMILES string: CC(=O)NCC=O

Structure (ORCA input):
```
! RIJCOSX wB97M-V def2-TZVPD def2/J DEFGRID3
* xyz 0 1
O 0.3982 1.8837 -1.5391
O -0.7965 -2.7709 0.1588
N -0.7386 0.8727 0.3306
C 1.8182 0.7106 0.2028
C -0.7775 -0.4295 1.0931
C -0.6505 -1.6021 -0.0219
C 0.4618 1.2081 -0.4846
H 2.5946 1.1268 -0.4249
H -1.2269 1.7276 0.5356
H 1.9290 -0.3541 0.2828
H -0.0521 -0.3625 1.8667
H -0.1311 -1.1988 -0.9525
H 2.0233 1.2430 1.1843
H -1.8921 -0.5152 1.5002
*
```

---

Record 3
ORCA calculation (ωB97M-V with the def2-TZVPD basis set) on C28H52Cl3N2O6P2Si4Ta as an isolated structure in a non-equilibrium geometry.

LUMO level, Ha: -0.092
E, Ha: -4937.19846

Structure (ORCA input):
```
! RIJCOSX wB97M-V def2-TZVPD def2/J DEFGRID3
* xyz 0 1
Ta -0.5570 -2.3979 -2.2174
Cl 1.8093 1.7468 3.6763
Cl -0.9097 -0.1952 -2.4957
Cl -2.5206 -3.4245 -2.0357
P -4.1925 -1.0787 0.9859
P 2.4334 1.0960 -1.4549
Si -0.7348 -2.0040 0.9654
Si 0.5310 3.0120 -0.1246
Si -1.7821 0.9449 0.8866
Si 2.1710 -1.9175 -0.1226
O 1.2682 -2.5866 -2.9859
O 2.7353 2.7908 3.1065
O -0.7518 -0.3028 0.6201
O -0.7149 -2.1908 -4.3570
O 0.8729 1.3323 2.5443
O 2.6060 0.5338 4.0594
N 0.4501 -2.2049 -0.4285
N -1.1511 2.3636 0.0871
C 0.4200 3.9338 -1.7913
C 1.7004 -2.1356 -4.4089
C -6.4263 -1.9064 -2.4043
C -2.1896 3.4108 -0.0797
C 5.0167 1.8478 -4.4949
C -1.9913 -1.8209 -4.9244
C 2.8115 -1.6803 1.6542
C -5.7311 -1.2388 -1.3958
C 4.1291 2.1313 -5.5487
C -5.3840 -3.3571 -0.2728
C 3.1753 -0.4800 -0.9776
C 2.3171 2.2168 -0.0876
C 2.2370 1.8331 -4.0866
C -6.0424 -4.0088 -1.3015
C -2.0971 1.1766 2.7217
C -3.4433 0.3769 0.1317
C -6.5867 -3.2992 -2.3833
C 0.8649 -4.2050 -2.8588
C -0.7122 -4.0000 1.1055
C -0.0536 -1.8380 2.7617
C 4.5218 1.5883 -3.2274
C 2.7407 2.1036 -5.3427
C 0.7625 4.2833 1.2448
C -5.1705 -1.9629 -0.3201
C 0.4400 -1.8093 -5.1959
C 3.1335 1.6399 -2.9955
C 3.1076 -3.5211 -0.5322
C -2.7055 -2.1781 1.2372
H 0.3532 -2.4099 -6.1009
H 1.7601 -4.6444 -2.4163
H -2.6864 -2.2953 2.3468
H 1.3182 3.8911 -2.4100
H -3.1327 1.4835 2.9349
H -1.8502 4.3612 0.3753
H 2.2800 -2.9735 -4.8281
H 3.0480 3.0384 -0.2213
H 0.4738 -0.8862 2.9331
H 0.2889 -4.4167 0.9658
H -5.6127 -0.1609 -1.4411
H -0.1748 4.3512 1.8011
H -0.0081 -4.3634 -2.1362
H -0.4271 3.5301 -2.3669
H -3.0087 -3.1229 0.7687
H -6.1481 -5.0991 -1.2813
H 1.1562 1.7542 -3.9047
H 2.5014 1.7120 0.8735
H -6.8558 -1.3379 -3.2313
H 3.6513 -0.9832 -1.8460
H -4.1833 1.2011 0.1961
H 6.0940 1.8383 -4.6755
H -1.8831 0.2491 3.2718
H 5.1801 1.3280 -2.3934
H -2.0675 -2.2930 -5.9118
H -0.8945 -1.8538 3.4697
H 2.0587 2.2994 -6.1785
H -1.3524 -4.4476 0.3436
H -3.2845 0.0910 -0.9229
H -1.4040 1.9412 3.1033
H 2.3387 -1.2731 -4.2268
H -3.1679 3.1819 0.3744
H -5.0105 -3.9405 0.5743
H 3.9909 -3.5690 0.1328
H 2.4750 -4.4009 -0.3388
H -2.3633 3.5842 -1.1502
H -1.0780 -4.3154 2.0857
H 3.9111 -1.7317 1.5841
H 4.5215 2.3659 -6.5298
H 2.5719 -0.7160 2.1220
H -7.1042 -3.8142 -3.1831
H 1.5838 3.9964 1.9232
H -2.0837 -0.7155 -4.9896
H 0.6135 -2.6543 3.0661
H 3.4541 -3.5306 -1.5747
H 0.2105 4.9957 -1.5685
H 2.5049 -2.4775 2.3413
H 0.3685 -0.7360 -5.4511
H -2.7652 -2.2214 -4.2566
H 1.0002 5.2575 0.7884
H 3.9878 -0.2152 -0.2608
H 0.6360 -4.5555 -3.8601
*
```

---

Record 4
ORCA calculation (ωB97M-V with the def2-TZVPD basis set) on one molecule with the formula C10H14BCl4NO in a non-equilibrium geometry.

LUMO level, Ha: -0.001
E, Ha: -2385.21049
Energy above the lowest of the compared OMol25 structures with the same formula, charge and spin, eV: 0.000

Structure (ORCA input):
```
! RIJCOSX wB97M-V def2-TZVPD def2/J DEFGRID3
* xyz 0 1
Cl -4.8280 0.7975 -2.3095
Cl 2.3078 -0.1913 -2.9915
Cl 3.6273 2.2252 -1.4308
Cl 4.0287 -0.6996 -0.5483
O 1.6416 0.7313 -0.5024
N 0.5945 -0.3210 1.3155
C -2.3172 1.5798 -1.6789
C -0.3016 -1.4511 1.7224
C -1.4637 -1.0406 -1.2166
C 1.9529 -0.5681 1.9218
C 0.7074 -0.2566 -0.2263
C 0.0704 0.9846 1.8657
C -2.7570 -0.8212 -1.6891
C -3.1987 0.4998 -1.8619
C -0.6428 0.0387 -0.8823
C -1.0191 1.3432 -1.2097
B 2.8216 0.5455 -1.3194
H 2.6255 0.2342 1.6101
H -2.6476 2.5922 -1.9085
H 2.3304 -1.5254 1.5509
H 0.0904 -2.3720 1.2702
H -3.4158 -1.6545 -1.9230
H 1.8314 -0.5791 3.0100
H 1.0794 -1.2494 -0.5477
H -1.0745 -2.0525 -1.1031
H 0.1188 0.9162 2.9568
H -0.2890 -1.5331 2.8162
H -1.3225 -1.2581 1.3784
H -0.3043 2.1643 -1.1248
H -0.9655 1.1324 1.5486
H 0.7192 1.7886 1.5073
*
```

---

Record 5
ORCA calculation (ωB97M-V with the def2-TZVPD basis set) on C18H20N2O3 as an isolated structure in a non-equilibrium geometry.

LUMO level, Ha: 0.016
E, Ha: -1032.64948
Energy above the lowest of the compared OMol25 structures with the same formula, charge and spin, eV: 15.268

Structure (ORCA input):
```
! RIJCOSX wB97M-V def2-TZVPD def2/J DEFGRID3
* xyz 0 1
O 2.2447 2.7872 1.1429
O -1.8336 1.7101 0.5020
O -1.8509 -0.9924 0.9890
N 3.5887 0.0704 0.0335
N 1.3614 0.2901 -0.6223
C 0.0688 0.9176 -0.6336
C 2.6248 2.6615 -0.1842
C 2.9930 -3.3722 -0.0372
C 3.8620 -2.1577 -0.0560
C -2.9453 0.9645 0.0044
C 1.6110 -3.3881 -0.5396
C -5.2243 -0.5046 -0.7220
C -5.1415 0.8125 -0.8322
C 1.7020 -0.9102 -0.3645
C 0.8601 -2.0954 -0.4341
C -2.9661 -0.4742 0.3155
C -0.6199 1.4684 0.6926
C -3.9397 1.6217 -0.6898
C -4.1359 -1.2731 -0.2627
C 2.4543 0.9710 -0.1134
C 3.8850 2.9638 -0.4701
C 3.0537 -1.1057 -0.0453
C -2.1009 -2.4491 1.4026
H -4.1981 -2.2299 0.2266
H 4.1595 2.7521 -1.5638
H 1.1208 -4.1439 -0.8127
H 3.5922 -4.3560 -0.0658
H 4.7434 2.5982 -0.0581
H 0.0930 1.6883 -1.5297
H -0.6214 0.5343 1.2810
H -0.5334 0.2500 -1.0744
H 1.8416 2.9882 -0.7602
H 0.0251 1.9335 0.9636
H -5.8494 1.5264 -1.4938
H 2.9283 2.5254 1.7558
H -0.1386 -2.1214 -0.6475
H 4.0020 4.0465 -0.5390
H -3.1143 -2.6726 1.9939
H 4.8227 -2.4722 0.2284
H -2.3774 -2.9882 0.6528
H -1.0865 -2.7333 1.8437
H -3.7994 2.6808 -0.4604
H -6.1584 -0.8292 -1.0095
*
```

---

Record 6
ORCA calculation (ωB97M-V with the def2-TZVPD basis set) on a 28-piece molecular cluster, C26H99BF8NO31 overall in a non-equilibrium geometry.

LUMO level, Ha: -0.098
E, Ha: -4260.92511

Structure (ORCA input):
```
! RIJCOSX wB97M-V def2-TZVPD def2/J DEFGRID3
* xyz 1 1
F -2.5185 2.3991 -5.3538
F -2.0633 4.2933 -2.2100
F -3.3737 0.1086 -2.8338
F -4.3985 1.4008 -4.8995
F -3.9521 2.6942 -2.1893
F -3.2925 5.4484 -3.5934
F -4.8643 3.6083 -3.9255
F -2.2274 -0.0960 -4.6706
O 5.2393 5.4920 0.5677
O -7.9984 1.9695 1.4590
O 4.9211 4.5163 -8.5372
O -2.5033 -4.9534 4.6587
O -10.0326 0.7116 3.4815
O 6.8579 4.1325 1.6904
O -6.1773 -0.6330 2.0284
O 2.5325 -9.0475 -3.5643
O -0.5341 0.0901 -2.5729
O -0.0222 -6.0685 3.4380
O 6.2935 8.4069 1.0479
O -6.7537 1.9099 6.2367
O 3.4739 -6.4963 -2.2109
O -12.6390 1.2475 2.0932
O 1.2209 -8.0269 -0.6273
O -0.7029 -8.5879 1.7334
O 1.8513 -5.6346 -4.6642
O -2.9488 -4.6996 1.7774
O 2.3401 -10.9325 -0.3857
O 1.4347 -5.0049 -0.5358
O 10.4311 7.4134 -1.5349
O 2.0492 -12.1508 -3.9212
O 7.8886 6.2395 -0.5908
O -5.8525 2.1837 3.3451
O -6.6611 3.1572 -1.0892
O 5.0703 -0.2827 -3.0989
O 5.5873 1.4650 0.2517
O 2.0420 2.0436 5.4775
O 0.1936 1.2007 -6.2059
O 4.2598 2.5058 -6.3390
O -10.6732 2.9530 0.3143
N 4.3444 2.8517 -1.1036
C -3.7137 3.1181 -3.4504
C 2.2765 0.8845 2.5441
C 2.0159 1.4521 1.1442
C 1.3062 1.4582 -1.7498
C 1.7509 -2.8373 2.0620
C -2.8279 0.7970 3.6902
C -1.2676 1.2057 -2.9829
C -3.2990 1.9146 -4.3516
C -2.5443 0.7517 -3.6556
C -1.6908 3.2791 2.4994
C 3.5749 2.2733 -1.9600
C 3.5082 2.7029 -3.3772
C -1.6393 1.4704 4.3982
C 4.3642 2.2175 0.2335
C -0.7261 -2.0566 2.1309
C 4.5255 3.1487 1.4166
C -2.6583 4.2811 -3.4221
C -1.7566 -1.4306 3.0926
C 2.8236 -0.5615 2.5611
C 0.2937 0.3315 -1.4463
C -1.3076 2.9126 3.9416
C 2.7683 1.1788 -1.3446
C 3.1653 1.2241 0.1708
C 2.2992 -1.5300 1.4796
C 0.4760 -2.6315 2.8809
C -2.4396 -0.1590 2.5596
B 5.5959 4.3017 1.2071
H -6.4904 -1.2546 1.3641
H -1.6912 2.4024 1.8488
H 3.8597 -6.8378 -1.4006
H -7.6019 2.3410 6.3733
H -12.0255 1.6603 1.4762
H 2.5561 -5.8724 -4.0515
H -0.3308 0.6018 -0.5873
H 3.4103 2.5532 -6.7910
H -1.9086 4.1901 -4.2048
H 0.3577 0.2518 -6.1945
H -1.7655 3.6192 4.6380
H 5.5699 4.4678 -9.2465
H 2.2185 -4.9234 -5.1955
H 7.5523 4.5258 1.1402
H 3.5561 1.8148 -4.0089
H -0.2265 3.0497 4.0487
H -7.4147 2.4290 0.8385
H 2.2810 2.9357 5.7484
H -0.5719 -7.9875 2.4743
H 2.9830 1.5122 3.0897
H -1.9053 -4.7706 5.3895
H 4.9060 3.6573 -1.3509
H -1.2480 -1.1972 4.0311
H 7.3561 6.8726 -0.0939
H -13.4815 1.1921 1.6354
H -1.8144 0.3410 1.8087
H 1.5925 -3.5628 1.2590
H 4.8707 2.5198 2.2386
H 10.0236 7.9481 -2.2239
H 0.1761 -3.6150 3.2541
H 5.9068 7.6450 1.4968
H 3.6536 0.2740 0.3770
H -3.3738 0.1964 4.4259
H -9.4465 1.1405 2.8485
H -0.9738 3.9912 2.0819
H 5.6108 0.8594 -0.5033
H -0.4316 -1.2778 1.4168
H 1.0640 -5.8870 -0.3985
H 1.9194 -11.7866 -0.2473
H 4.2333 -0.2820 -3.5746
H 1.2735 1.6187 -2.8273
H 1.1349 -8.7972 -1.1983
H 1.3381 0.9323 3.1007
H -2.6289 -5.0458 2.6205
H -3.3629 -0.4626 2.0544
H -2.5488 -2.1629 3.2605
H 6.1130 9.1484 1.6332
H -3.3759 -4.7000 4.9783
H 1.1068 0.9917 0.7614
H -0.9631 -6.2803 3.4183
H 1.7822 2.5224 1.2043
H -2.6888 3.7166 2.4499
H -0.7348 0.8596 4.3159
H -5.7604 2.0804 2.3949
H -6.6606 1.8268 5.2802
H 0.9798 2.3689 -1.2366
H 1.5811 -12.9579 -3.6869
H 4.3100 3.3823 -3.6538
H -10.8817 0.6437 3.0269
H -5.8283 2.9694 -1.5341
H -1.4953 1.9030 -2.1690
H -3.0702 -5.4679 1.2117
H 8.7659 6.6463 -0.6439
H 3.3042 -7.2767 -2.7547
H -8.8366 1.9274 0.9759
H 0.6979 -2.0302 3.7707
H 3.1035 -1.7908 0.7816
H -6.6733 2.6802 3.4404
H 5.6900 0.1093 -3.7257
H -0.6986 1.2860 -5.8535
H 3.9165 -0.5355 2.5231
H 2.7766 1.4995 5.7794
H 2.5305 3.1464 -3.5767
H -7.1955 3.6137 -1.7452
H 3.5545 3.5596 1.7077
H 3.1219 0.2353 -1.7687
H 1.6595 -5.0181 -1.4723
H 0.7774 -0.6152 -1.2065
H 2.6174 -10.9483 -1.3083
H 2.2582 -12.2493 -4.8556
H 11.2498 7.0894 -1.9221
H 2.3175 -9.9860 -3.6104
H 1.5020 -1.0843 0.8824
H -0.7064 1.7619 -3.7486
H -0.5097 -8.0492 0.9562
H -1.1988 -2.8535 1.5523
H 5.7874 5.6236 -0.2192
H -3.5447 1.5472 3.3656
H 1.8855 -8.6181 -4.1367
H 0.2942 -6.4731 4.2533
H 4.8676 2.9132 -6.9695
H -6.7015 0.1629 1.8654
H 4.6162 5.4286 -8.5481
H -1.8682 1.5188 5.4653
H 2.5172 -3.2594 2.7233
H 1.5749 -8.3956 0.1914
H 2.5594 -0.9830 3.5339
H -10.6918 3.4136 -0.5302
H -10.6115 3.6515 0.9770
*
```

---

The calculation returns the following HOMO energy values, one per record and in order: -9.2 -9.8 -6.7 -9.2 -7.6 -11.2 eV.